Entry 1:
C63H46NOP2PdS | wB97M-V/def2-TZVPD

## Properties
**Calculated total energy**: -102505.360 eV
**LUMO**: -2.41 eV
**Net charge**: +1

XYZ file:
```
115
Properties=species:S:1:pos:R:3:forces:R:3:mulliken_charge:R:1
Pd 0.00227 -0.15798 -0.94765 -0.19 0.81 0.08 -0.54
O -0.89558 2.80677 -0.42848 -0.11 -0.29 0.39 -1.03
S -0.42693 1.71762 0.45580 -0.01 0.31 -0.37 1.75
C 0.90597 2.35614 1.45514 0.02 -0.01 0.07 -0.08
C 0.59751 3.35997 2.35299 -0.01 -0.01 -0.15 -0.32
C 1.51369 3.83842 3.30611 0.03 0.01 0.01 -1.53
C 2.75007 3.25448 3.35395 0.00 0.03 0.05 0.54
C 3.90889 3.44393 4.30124 -0.01 0.00 0.00 -0.86
C 5.06643 2.61324 3.68539 0.01 0.02 -0.03 -0.83
C 4.45272 1.92527 2.49052 -0.02 0.00 0.00 0.03
C 4.97741 1.09275 1.54802 0.06 0.01 -0.01 -1.22
C 4.17933 0.75650 0.43184 0.04 0.02 -0.01 -0.10
C 2.86511 1.14644 0.28373 -0.01 -0.17 -0.01 -0.41
P 1.99838 0.93221 -1.30395 0.49 -0.26 -0.23 2.34
C 1.83858 2.63062 -1.91332 -0.01 0.02 0.04 0.92
C 2.65565 3.66030 -1.45485 0.04 0.00 -0.04 -0.29
C 2.53160 4.93356 -1.99125 0.00 0.00 0.00 -0.79
C 1.59989 5.18094 -2.98967 0.01 -0.01 0.01 -0.76
C 0.78285 4.15653 -3.44719 0.01 -0.02 0.01 -0.77
C 0.89633 2.88767 -2.90334 -0.08 0.05 -0.01 -0.70
C 3.25408 0.19259 -2.39255 0.02 0.10 -0.02 0.56
C 3.86410 0.93990 -3.39571 -0.06 -0.04 -0.06 -1.07
C 4.82018 0.35648 -4.21823 -0.01 -0.01 0.00 -0.89
C 5.17816 -0.96968 -4.03833 -0.01 0.01 0.01 -0.80
C 4.58460 -1.71493 -3.02665 0.01 -0.03 -0.01 -0.84
C 3.62811 -1.13834 -2.20996 0.05 0.05 0.01 -0.17
C 2.25069 1.89042 1.33473 -0.07 0.03 0.17 -0.27
C 3.10611 2.32177 2.36353 -0.08 -0.06 -0.05 0.71
C -1.74400 1.48283 1.65853 0.07 -0.16 0.12 -0.24
C -1.65234 1.65612 3.01904 0.05 0.13 -0.07 -0.11
C -2.78655 1.92913 3.82156 -0.07 0.01 0.04 -1.48
C -3.99040 2.11976 3.20165 0.02 0.02 0.01 0.09
C -5.35264 2.52719 3.71264 0.01 -0.02 0.00 -0.89
C -6.27766 2.49952 2.46045 0.00 -0.02 0.00 -0.87
C -5.41156 1.94553 1.35293 -0.01 0.00 -0.05 0.24
C -5.67796 1.54228 0.07446 -0.01 0.01 0.04 -1.41
C -4.65919 0.86859 -0.64287 -0.01 -0.06 0.06 -0.29
C -3.37188 0.72107 -0.16935 -0.07 -0.03 -0.14 0.49
P -2.31281 -0.66595 -0.72489 -0.16 -0.19 -0.11 1.42
C -2.54361 -1.85302 0.66275 -0.10 -0.03 -0.01 0.46
C -3.38921 -1.65921 1.75350 0.12 0.06 0.00 0.15
C -3.53254 -2.64861 2.71718 0.01 -0.02 0.02 -0.68
C -2.85487 -3.85172 2.59527 -0.02 0.01 0.01 -1.03
C -2.04766 -4.07312 1.48850 0.04 0.03 -0.04 -0.49
C -1.89689 -3.08114 0.53291 -0.04 -0.02 -0.04 -0.53
C -3.30938 -1.48375 -2.01460 0.06 -0.03 0.00 0.11
C -4.44722 -2.21671 -1.66349 0.05 -0.05 -0.01 0.01
C -5.19669 -2.85168 -2.63822 0.00 0.00 -0.03 -0.87
C -4.81979 -2.76799 -3.97466 -0.02 0.00 0.04 -0.57
C -3.69651 -2.04114 -4.32951 0.03 0.03 0.00 -0.67
C -2.94439 -1.40118 -3.35198 -0.07 0.12 -0.02 -0.54
C -3.03010 1.36092 1.05424 -0.05 0.03 0.02 -1.47
C -4.09338 1.82580 1.82857 0.06 0.02 -0.02 1.02
H -0.39631 3.78586 2.33172 -0.04 -0.02 0.02 0.83
H 1.21734 4.62076 3.99253 0.00 -0.01 0.00 0.51
H 3.63722 3.07730 5.29292 0.01 0.00 0.00 0.28
H 4.16955 4.49581 4.41739 0.00 0.01 -0.02 0.35
H 5.48746 1.89899 4.39279 -0.02 -0.01 0.00 0.35
H 5.88546 3.25861 3.36419 0.01 -0.01 0.01 0.28
H 6.00380 0.75088 1.58706 -0.01 0.01 0.01 0.51
H 4.65810 0.20741 -0.36718 -0.03 0.00 -0.02 0.54
H 3.39594 3.47372 -0.68616 -0.01 -0.01 0.00 0.47
H 3.16599 5.73229 -1.62974 0.00 0.00 0.00 0.45
H 1.50484 6.17537 -3.40551 0.00 0.00 0.00 0.41
H 0.04503 4.34941 -4.21456 0.00 0.00 0.00 0.44
H 0.22889 2.09950 -3.22764 0.00 -0.01 0.00 0.21
H 3.58846 1.97430 -3.54914 0.01 0.01 -0.01 0.45
H 5.28304 0.94372 -5.00035 0.00 0.00 0.00 0.45
H 5.92099 -1.42344 -4.68127 0.00 0.00 0.00 0.41
H 4.86819 -2.74861 -2.87486 0.00 0.00 0.00 0.46
H 3.19120 -1.71181 -1.40566 -0.03 -0.04 0.02 0.68
H -0.68301 1.65334 3.49526 0.03 0.03 0.01 0.74
H -2.66175 2.05578 4.88922 0.00 0.00 0.00 0.52
H -5.32188 3.51232 4.17845 0.00 0.00 0.00 0.34
H -5.69849 1.82840 4.47600 0.00 0.00 0.00 0.30
H -6.63079 3.49977 2.20593 0.01 0.01 0.00 0.34
H -7.16235 1.88382 2.62215 0.00 0.00 0.00 0.36
H -6.66449 1.62824 -0.36262 0.00 0.00 0.01 0.48
H -4.93717 0.38388 -1.56937 0.01 -0.01 0.00 0.69
H -3.94934 -0.74252 1.86517 0.00 0.02 0.00 0.15
H -4.18635 -2.47752 3.56291 0.00 0.00 0.00 0.49
H -2.97020 -4.61983 3.34885 0.00 0.00 0.00 0.40
H -1.53600 -5.01911 1.36449 0.00 0.00 0.00 0.50
H -1.29342 -3.27094 -0.34370 0.02 -0.04 -0.02 0.41
H -4.74231 -2.30014 -0.62501 0.01 0.00 0.01 0.51
H -6.07339 -3.41962 -2.35556 0.00 0.00 0.00 0.45
H -5.40378 -3.27191 -4.73379 0.00 0.00 0.00 0.40
H -3.39454 -1.97122 -5.36640 -0.01 -0.01 0.00 0.45
H -2.07098 -0.83744 -3.63755 -0.01 0.01 0.02 0.28
C 0.56470 -1.76307 -4.92267 0.02 -0.03 -0.01 -0.94
C 0.96397 -3.06825 -4.67589 0.00 0.01 -0.01 -1.29
C 1.10549 -3.49507 -3.36891 0.01 -0.01 0.00 -0.63
C 0.84429 -2.63951 -2.29457 0.00 0.02 -0.06 0.91
C 0.38917 -1.33163 -2.54108 0.04 -0.36 0.14 1.54
C 0.27918 -0.91553 -3.86358 0.00 0.15 0.06 -0.07
C 1.13860 -3.06413 -0.90479 -0.02 -0.06 0.13 0.06
C 1.55656 -4.38157 -0.57391 -0.01 -0.08 -0.07 -1.51
C 1.83004 -4.70108 0.72010 0.00 -0.03 0.02 -1.69
C 1.69347 -3.72753 1.73515 -0.03 0.13 0.00 1.24
C 1.93461 -3.98130 3.10528 0.00 -0.01 -0.02 -1.05
C 1.75074 -2.99441 4.03040 -0.01 0.00 0.03 -0.84
C 1.31590 -1.71195 3.62706 0.01 0.01 0.01 -1.04
C 1.08065 -1.44044 2.31043 0.01 -0.04 -0.05 0.21
C 1.26870 -2.44362 1.33180 -0.03 -0.08 0.05 -1.02
N 1.01063 -2.14789 0.03048 0.09 0.00 0.08 2.24
H 0.47327 -1.40148 -5.93940 0.00 -0.01 0.00 0.49
H 1.18111 -3.74159 -5.49412 0.00 0.00 0.00 0.43
H 1.44713 -4.50582 -3.19196 0.00 0.01 -0.01 0.37
H -0.04089 0.09598 -4.08229 0.01 0.01 -0.02 0.29
H 1.64787 -5.13689 -1.33945 0.00 0.01 0.00 0.54
H 2.14295 -5.70466 0.98380 0.01 0.00 0.00 0.45
H 2.26114 -4.96884 3.40844 0.00 0.00 -0.01 0.48
H 1.93177 -3.19169 5.07857 0.00 0.00 0.00 0.43
H 1.16751 -0.94251 4.37478 0.00 0.00 -0.01 0.52
H 0.73949 -0.46799 1.97893 0.00 0.01 0.03 0.52
```
Positions in Å, forces in eV/Å.


Entry 2:
C4H3ClN2O | wB97M-V/def2-TZVPD

## Properties
**Calculated total energy**: -21740.922 eV
**LUMO (alpha / beta)**: -0.86 / -0.92 eV
**Net charge**: 0

XYZ file:
```
11
Properties=species:S:1:pos:R:3:forces:R:3:nbo_charge:R:1
C 0.04101 -1.70321 -0.22253 0.19 0.18 -0.18 -0.18
C -1.09768 -1.08162 -0.07718 1.30 2.08 0.22 -0.13
C 0.29555 1.04749 0.05901 -0.94 -4.07 -0.79 0.20
C -0.31006 2.27320 0.34345 -0.34 1.89 0.77 0.27
N 1.28449 0.34620 -0.14543 0.50 1.01 0.02 -0.19
N 1.25221 -0.97353 -0.24775 -0.03 -0.45 0.02 -0.38
O -1.23461 2.78838 -0.25310 0.27 -0.34 0.00 -0.48
Cl -2.71072 -1.27164 0.16463 -0.32 -0.31 -0.02 0.13
H 0.23089 -2.75049 -0.41536 -0.25 -0.14 0.11 0.23
H 0.12239 2.75191 1.25348 -0.19 -0.02 -0.18 0.14
H 2.12653 -1.42670 -0.45922 -0.18 0.17 0.03 0.40
```
Positions in Å, forces in eV/Å.


Entry 3:
C31H34N6O2Os | wB97M-V/def2-TZVPD

## Properties
**Calculated total energy**: -48164.248 eV
**LUMO**: -12.57 eV
**Net charge**: +4

XYZ file:
```
74
Properties=species:S:1:pos:R:3:forces:R:3:mulliken_charge:R:1
Os 0.89491 0.08187 0.49397 -0.39 0.00 0.09 1.51
C 0.94870 6.64046 -2.18546 -0.04 -0.10 -0.08 -1.56
C 0.64177 5.29734 -1.59016 0.16 0.17 -0.06 -0.18
C -0.65361 4.89972 -1.30396 -0.17 -0.17 0.10 -0.78
C -0.96608 3.62838 -0.78688 0.06 0.25 -0.01 0.52
C -2.38747 3.48302 -0.47625 -0.03 -0.03 -0.03 -0.57
N -3.20369 2.51413 -0.68165 -0.03 0.03 -0.03 0.01
C -2.99138 1.24740 -1.38410 -0.01 -0.06 0.01 -0.15
C -3.51121 0.08841 -0.53749 0.02 0.02 0.01 -0.19
C -3.13252 -1.23451 -1.19181 -0.02 0.04 -0.02 -0.38
N -3.71226 -2.38121 -0.49990 -0.07 -0.03 -0.09 -0.04
C -3.23631 -3.13978 0.43390 0.00 -0.07 0.09 -0.66
C -2.08003 -3.12411 1.29434 0.04 0.14 -0.09 0.51
C -2.13871 -4.17370 2.22325 0.04 -0.02 0.08 -0.67
C -1.28177 -4.36198 3.32011 -0.03 -0.04 0.00 -0.52
C -1.44854 -5.53193 4.24759 0.00 0.01 0.02 -1.60
C -0.37028 -3.36860 3.52273 0.03 0.08 -0.06 -0.71
C -0.20807 -2.27423 2.60913 -0.07 -0.15 0.03 -0.13
C 0.64920 -1.27128 3.01439 -0.01 0.13 0.03 0.11
N 1.05754 -0.16357 2.35999 0.37 -0.14 0.36 0.18
C 1.69821 0.91491 3.18391 0.03 -0.02 -0.06 -0.84
C 3.19752 1.09065 2.95977 -0.15 0.03 -0.09 -0.75
C 3.59017 0.98376 1.47738 0.01 0.03 0.11 -0.21
N 2.47416 1.39032 0.60622 0.00 0.03 -0.17 -0.01
C 2.52349 2.52209 0.00660 -0.02 -0.14 0.17 -0.15
C 1.39585 3.17731 -0.62458 0.01 0.14 -0.05 0.48
C 1.65035 4.43035 -1.19572 0.02 -0.06 0.03 -1.03
C 0.07453 2.74432 -0.48425 -0.33 -1.03 0.39 1.38
O -0.27264 1.46535 -0.01571 0.26 0.81 -0.45 -0.94
C -0.98811 -2.17538 1.39993 0.02 0.01 -0.03 1.65
O -0.71866 -1.29678 0.50849 -0.03 0.00 -0.02 -0.65
H 0.17630 6.93877 -2.89191 -0.01 0.04 0.02 0.42
H 1.90100 6.62348 -2.71145 0.01 0.02 0.02 0.43
H 1.00610 7.39956 -1.40373 -0.01 0.01 0.01 0.35
H -1.47171 5.58646 -1.49539 0.04 0.06 -0.01 0.57
H -2.85314 4.36560 -0.04268 0.02 0.01 -0.02 0.60
H -4.16674 2.68545 -0.39854 0.00 0.02 0.00 0.39
H -1.93302 1.15356 -1.60535 0.00 0.03 0.03 -0.39
H -3.54013 1.32034 -2.32584 0.00 -0.01 -0.01 0.47
H -4.59721 0.16166 -0.43666 0.01 0.01 0.01 0.56
H -3.07674 0.14051 0.46339 0.02 -0.02 -0.01 0.26
H -2.06186 -1.36987 -1.18559 0.16 0.03 -0.11 -0.34
H -3.49489 -1.28778 -2.21928 0.00 0.03 0.01 0.48
H -4.62833 -2.65994 -0.83790 0.02 -0.04 -0.01 0.36
H -3.90637 -3.96276 0.66175 -0.02 0.02 -0.01 0.49
H -2.93395 -4.90347 2.10650 0.00 0.01 -0.01 0.44
H -1.90718 -6.37885 3.74082 0.01 0.00 -0.02 0.42
H -2.08764 -5.26342 5.09100 0.00 0.00 -0.01 0.35
H -0.48953 -5.85529 4.64785 0.00 0.01 0.00 0.42
H 0.26571 -3.39511 4.40170 0.01 0.01 -0.01 0.55
H 1.04835 -1.35883 4.02247 0.02 0.00 -0.01 0.49
H 1.47862 0.70839 4.23030 0.04 0.01 0.01 0.71
H 1.16830 1.83270 2.92976 -0.02 -0.01 0.02 0.23
H 3.77091 0.35741 3.52664 0.00 -0.01 -0.01 0.42
H 3.46317 2.07098 3.35656 0.00 0.01 0.00 0.36
H 3.82687 -0.05573 1.27475 0.01 0.02 -0.10 -0.38
H 4.47752 1.57639 1.25689 0.00 0.00 0.03 0.54
H 3.44837 3.09460 0.06025 -0.01 -0.01 -0.01 0.43
H 2.68396 4.74417 -1.29305 0.00 0.04 -0.01 0.54
N 3.47190 -2.13817 -1.90738 0.06 -0.05 -0.08 0.04
C 3.16802 -1.48607 -0.80586 -0.11 -0.02 0.06 -0.40
N 1.91830 -0.98591 -0.85746 0.28 0.02 -0.17 -0.40
C 1.42717 -1.31204 -2.14875 0.03 -0.18 0.11 0.39
C 0.25515 -0.97101 -2.80886 -0.01 -0.04 -0.07 0.57
C 0.09658 -1.43857 -4.09950 -0.01 0.02 0.01 -0.91
C 1.07930 -2.21652 -4.73254 -0.01 0.03 0.01 -0.67
C 2.26254 -2.52850 -4.09755 0.05 0.02 -0.03 -1.11
C 2.41153 -2.04665 -2.80327 -0.07 -0.04 0.03 0.43
H 4.34069 -2.63666 -2.06347 0.01 0.03 0.02 0.30
H 3.83607 -1.43417 0.03397 0.00 -0.02 0.04 0.55
H -0.48332 -0.33539 -2.35131 -0.15 0.08 0.09 -0.03
H -0.79978 -1.18745 -4.65088 0.01 0.00 0.00 0.50
H 0.91459 -2.55462 -5.74629 -0.01 -0.01 0.00 0.45
H 3.03947 -3.10006 -4.58789 -0.01 0.00 -0.01 0.47
```
Positions in Å, forces in eV/Å.


Entry 4:
C3H5NO2 | wB97M-V/def2-TZVPD

## Properties
**Calculated total energy**: -8774.922 eV
**LUMO**: 0.42 eV
**Net charge**: 0

XYZ file:
```
11
Properties=species:S:1:pos:R:3:forces:R:3:nbo_charge:R:1
N -1.80350 -0.36518 -0.20345 0.02 0.04 -0.01 -0.76
C -0.68484 0.28062 0.10264 -0.01 -0.09 -0.04 0.66
O -0.65057 1.55755 0.21180 0.13 -0.13 0.07 -0.65
C 0.63887 -0.24921 0.39234 0.04 -0.26 -0.05 -0.71
C 1.63263 -0.08320 -0.67044 0.14 -0.01 0.12 0.39
O 2.70032 -0.66245 -0.72349 -0.38 0.18 0.00 -0.58
H -1.78910 -1.35211 -0.40192 0.03 0.15 0.04 0.42
H -2.67230 0.14242 -0.28794 0.13 -0.07 0.03 0.42
H 0.74947 -1.14232 1.00687 -0.03 0.15 -0.12 0.25
H 0.46250 1.23162 0.67156 -0.13 0.15 -0.09 0.47
H 1.36367 0.67974 -1.43848 0.06 -0.11 0.06 0.10
```
Positions in Å, forces in eV/Å.